No. 1
C2H3N3 | ωB97M-V/def2-TZVPD

Cartesian coordinates (Å):
N -1.424 -1.211 -0.354
N 1.111 -0.459 0.653
N -1.271 -0.670 0.718
C -0.829 0.168 -0.403
C 0.633 0.337 -0.181
H 1.194 1.173 -0.543
H 2.050 -0.229 0.896
H -1.464 0.891 -0.785

Calculated values
- Orbital gap: 10.82 eV
- LUMO energy: 0.03493 Ha
- Strongest force on any atom: 1.95 eV Å⁻¹
- Net charge: 0
- HOMO: -0.363 Ha
- SMILES string: [H]/N=C/C1N=N1



No. 2
C3H5NO3 | ωB97M-V/def2-TZVPD

Cartesian coordinates (Å):
O -1.645 -1.077 1.110
O 2.347 -0.017 -0.288
O 0.578 -1.238 -0.768
N -1.033 0.940 0.144
C 0.194 0.809 0.563
C 1.186 0.061 -0.672
C -1.914 -0.115 0.439
H 0.834 0.516 -1.610
H 0.314 0.233 1.482
H 0.719 1.764 0.582
H -2.871 0.001 -0.083
H 1.291 -1.877 -0.899

Calculated values
- Orbital gap: 7.72 eV
- LUMO energy: -0.10337 Ha
- Strongest force on any atom: 6.67 eV Å⁻¹
- Net charge: 0
- HOMO: -0.387 Ha



No. 3
C17H19AsN2O2Pd | ωB97M-V/def2-TZVPD

Cartesian coordinates (Å):
Pd -2.022 -15.340 3.219
As -2.705 -16.882 0.732
O -1.120 -13.715 1.842
O -2.180 -17.203 4.440
N 0.706 -15.214 1.887
N 0.150 -15.974 2.910
C -1.766 -19.382 5.122
C -1.425 -18.205 4.389
C -2.786 -15.239 -0.418
C -3.187 -18.184 -0.702
C 2.169 -11.929 -1.510
C 0.475 -19.517 3.567
C 0.285 -12.151 0.014
C 0.400 -17.201 2.816
C 2.635 -13.188 -1.155
C 0.987 -11.424 -0.947
C 0.030 -14.196 1.513
C -1.060 -20.568 5.058
C -0.204 -18.305 3.590
C 0.080 -20.662 4.262
C 0.728 -13.424 0.407
C -4.535 -16.925 1.384
C 1.876 -13.918 -0.237
H 2.198 -14.916 0.066
H -2.588 -19.318 5.842
H 2.725 -11.316 -2.234
H 0.692 -21.543 4.199
H -1.421 -21.418 5.682
H -4.635 -16.173 2.138
H 1.329 -19.627 2.869
H -1.795 -15.024 -0.805
H -2.265 -18.340 -1.282
H -3.398 -19.106 -0.136
H 3.571 -13.597 -1.529
H -0.581 -11.760 0.500
H -3.518 -15.361 -1.250
H -4.647 -17.940 1.797
H 0.960 -17.591 1.940
H 0.535 -10.482 -1.234
H -3.082 -14.454 0.258
H -5.323 -16.779 0.650
H -4.013 -17.888 -1.346

Calculated values
- Orbital gap: 3.80 eV
- LUMO energy: 0.18466 Ha
- Strongest force on any atom: 2.55 eV Å⁻¹
- Net charge: -2
- HOMO: 0.045 Ha